(1)
ORCA calculation (wB97M-V/def2-TZVPD) on a molecular structure, C24H30BN10OPRuSe.

Last column: Mulliken charge in e.
CARTESIAN COORDINATES (ANGSTROEM)
Ru: 0.13 0.31 -0.55  -0.53
C: 2.47 -0.40 2.97  -1.59
C: 2.16 0.32 1.82  -0.86
N: 1.07 -0.18 1.26  1.11
N: 0.64 -1.20 2.03  0.05
C: 1.47 -1.35 3.08  0.00
B: -0.73 -1.83 1.65  0.44
N: -0.55 -2.48 0.25  0.03
C: -0.53 -3.77 -0.12  -0.09
C: -0.25 -3.84 -1.47  -1.42
C: -0.08 -2.52 -1.86  -0.63
N: -0.25 -1.71 -0.81  1.09
N: -1.71 -0.62 1.52  0.47
C: -2.79 -0.35 2.27  0.01
C: -3.27 0.90 1.94  -1.58
C: -2.40 1.36 0.96  -0.69
N: -1.46 0.44 0.72  0.83
N: -1.28 -2.81 2.63  0.32
C: -2.37 -3.62 2.46  -0.29
C: -2.73 -4.10 3.68  -0.90
C: -1.80 -3.52 4.57  -0.32
N: -0.95 -2.73 3.95  -0.99
H: 3.29 -0.24 3.65  0.47
H: 2.67 1.15 1.37  0.66
H: 1.26 -2.09 3.83  0.61
H: -0.73 -4.56 0.59  0.71
H: -0.19 -4.72 -2.09  0.47
H: 0.15 -2.11 -2.83  0.50
H: -3.14 -1.07 3.00  0.41
H: -4.13 1.40 2.35  0.47
H: -2.41 2.29 0.41  0.58
H: -2.81 -3.78 1.49  0.60
H: -3.53 -4.78 3.91  0.45
H: -1.73 -3.64 5.64  0.48
Se: -1.31 0.53 -2.31  0.41
C: -2.23 2.14 -2.57  0.36
C: -3.38 2.03 -3.36  -0.71
C: -4.14 3.15 -3.63  -0.67
C: -3.76 4.38 -3.11  -0.55
C: -2.61 4.50 -2.32  -0.66
C: -1.85 3.39 -2.05  0.06
H: -3.66 1.06 -3.76  0.42
H: -5.02 3.07 -4.24  0.42
H: -4.35 5.26 -3.32  0.41
H: -2.32 5.46 -1.93  0.45
H: -0.95 3.47 -1.45  0.35
N: 1.15 4.18 0.79  -0.04
C: 1.79 4.23 -0.42  -0.73
C: 1.52 3.04 -1.02  -0.80
N: 0.72 2.29 -0.19  1.35
C: 0.52 3.00 0.90  -0.84
H: 1.15 4.91 1.49  0.25
H: 2.36 5.08 -0.74  0.45
H: 1.83 2.67 -1.98  0.50
H: -0.06 2.70 1.76  0.54
C: 4.61 0.21 -0.96  -1.19
P: 3.20 -0.77 -1.46  1.20
C: 3.10 -2.19 -0.37  -0.79
C: 3.52 -1.37 -3.11  -1.20
O: 1.93 0.10 -1.49  -0.93
H: 5.53 -0.36 -1.10  0.44
H: 4.52 0.48 0.09  0.34
H: 4.66 1.11 -1.57  0.35
H: 4.04 -2.74 -0.41  0.55
H: 2.29 -2.85 -0.70  0.15
H: 2.92 -1.87 0.65  0.12
H: 4.44 -1.96 -3.12  0.43
H: 3.63 -0.53 -3.79  0.37
H: 2.70 -2.00 -3.45  0.34

Charge: +2
E_LUMO (alpha / beta) (eV): -8.27 / -8.28
Multiplicity: 1

(2)
ORCA calculation (wB97M-V/def2-TZVPD) on a single C24H30BrN5O4 molecule in a non-equilibrium geometry.

Last column: Mulliken charge in e.
CARTESIAN COORDINATES (ANGSTROEM)
N: -3.52 -2.60 2.81  -0.35
C: -4.22 -2.01 1.83  0.50
O: -4.75 -0.92 1.97  -0.68
C: -4.27 -2.77 0.52  -0.98
C: -3.58 -1.92 -0.57  -0.87
N: -4.37 -0.73 -0.78  0.01
C: -4.46 -0.10 -1.97  0.70
O: -4.01 -0.54 -3.00  -0.68
C: -5.14 1.27 -1.85  -1.42
C: -4.17 2.15 -1.12  0.41
C: -4.32 2.42 0.23  -0.10
C: -3.33 3.09 0.94  -0.56
C: -2.18 3.48 0.27  -0.02
Br: -0.77 4.31 1.25  -0.17
C: -2.03 3.25 -1.09  -0.52
C: -3.02 2.59 -1.78  -0.20
C: -2.16 -1.60 -0.13  -0.39
C: -1.77 -0.30 0.21  0.20
C: -0.49 -0.02 0.61  -0.73
C: 0.50 -1.02 0.70  1.60
N: 1.76 -0.74 1.07  -0.22
C: 2.26 0.57 1.40  -0.95
C: 3.79 0.55 1.56  -1.15
N: 4.47 0.81 0.31  0.12
C: 4.33 -0.27 -0.65  -0.34
C: 4.94 0.13 -1.99  -0.91
C: 6.41 0.47 -1.82  -0.71
C: 6.54 1.56 -0.76  -0.72
C: 5.88 1.11 0.53  -0.70
C: 0.08 -2.35 0.40  -1.03
N: 0.93 -3.47 0.54  1.11
O: 0.45 -4.58 0.38  -0.69
O: 2.11 -3.30 0.84  -0.76
C: -1.23 -2.60 -0.02  -0.30
H: -3.43 -2.12 3.70  0.25
H: -3.05 -3.47 2.69  0.19
H: -3.78 -3.74 0.60  0.46
H: -5.31 -2.92 0.23  0.47
H: -3.55 -2.46 -1.52  0.53
H: -4.73 -0.31 0.07  0.30
H: -5.33 1.64 -2.86  0.39
H: -6.08 1.18 -1.31  0.38
H: -5.20 2.09 0.76  0.34
H: -3.45 3.28 1.99  0.44
H: -1.13 3.57 -1.59  0.44
H: -2.90 2.38 -2.83  0.44
H: -2.48 0.50 0.16  0.19
H: -0.22 0.99 0.85  0.45
H: 2.39 -1.53 1.15  0.38
H: 2.01 1.29 0.62  0.41
H: 1.81 0.91 2.34  0.64
H: 4.07 1.35 2.26  0.48
H: 4.09 -0.41 2.02  0.32
H: 3.26 -0.46 -0.80  0.28
H: 4.80 -1.19 -0.29  0.28
H: 4.41 1.01 -2.37  0.33
H: 4.81 -0.68 -2.70  0.37
H: 6.84 0.81 -2.77  0.32
H: 6.96 -0.42 -1.50  0.33
H: 6.04 2.47 -1.11  0.31
H: 7.59 1.80 -0.57  0.37
H: 5.95 1.90 1.28  0.41
H: 6.42 0.22 0.93  0.34
H: -1.48 -3.62 -0.27  0.65

E_LUMO (eV): -0.44
Multiplicity: 1
SMILES string: NC(=O)C[C@@H](NC(=O)Cc1ccc(Br)cc1)c1ccc(NCCN2CCCCC2)c([N+](=O)[O-])c1

(3)
ORCA calculation (wB97M-V/def2-TZVPD) on a molecular structure, C24H30CaN6.

Last column: Mulliken charge in e.
CARTESIAN COORDINATES (ANGSTROEM)
Ca: 0.64 0.50 0.09  2.05
C: 2.80 -1.91 0.00  -1.54
N: 1.70 -1.40 -0.88  0.54
C: 0.56 -2.36 -0.95  -1.03
C: -0.09 -2.56 0.40  0.58
C: -0.41 -3.82 0.87  -1.01
C: -1.01 -3.94 2.11  -0.49
C: -1.25 -2.80 2.86  -1.09
C: -0.89 -1.58 2.32  -0.45
N: -0.32 -1.45 1.12  0.61
C: 2.22 -1.13 -2.24  -1.02
C: 1.29 -0.29 -3.09  0.58
C: 1.13 -0.58 -4.43  -0.91
C: 0.40 0.28 -5.22  -0.45
C: -0.16 1.41 -4.65  -0.98
C: 0.02 1.61 -3.30  -0.07
N: 0.73 0.79 -2.50  -0.03
C: 2.89 -1.30 1.39  1.07
C: 3.59 -1.98 2.37  -1.07
C: 3.77 -1.39 3.61  -0.32
C: 3.25 -0.13 3.85  -0.84
C: 2.55 0.48 2.83  -0.29
N: 2.36 -0.08 1.62  -0.45
H: 3.74 -1.70 -0.50  0.64
H: 2.74 -3.00 0.09  0.45
H: 0.90 -3.33 -1.34  0.59
H: -0.17 -1.97 -1.67  0.38
H: -0.19 -4.70 0.27  0.52
H: -1.27 -4.92 2.51  0.45
H: -1.70 -2.85 3.84  0.46
H: -1.05 -0.66 2.89  0.54
H: 2.47 -2.06 -2.76  0.33
H: 3.16 -0.58 -2.12  0.58
H: 1.59 -1.47 -4.84  0.42
H: 0.27 0.08 -6.28  0.45
H: -0.73 2.12 -5.23  0.47
H: -0.42 2.48 -2.82  0.37
H: 4.00 -2.96 2.16  0.46
H: 4.32 -1.90 4.39  0.46
H: 3.37 0.38 4.80  0.44
H: 2.12 1.47 2.98  0.47
C: -2.27 1.08 -0.51  -0.10
C: -3.56 1.92 -0.72  -0.97
N: -3.48 3.16 0.05  -0.09
C: -2.30 3.91 -0.36  -0.88
C: -1.02 3.11 0.01  -0.52
N: -1.39 1.75 0.49  0.28
C: -2.17 1.91 1.74  -0.81
C: -3.39 2.84 1.47  -0.89
H: -1.71 0.96 -1.45  0.09
H: -2.49 0.08 -0.13  0.49
H: -4.44 1.36 -0.41  0.28
H: -3.69 2.17 -1.78  0.37
H: -2.29 4.87 0.15  0.35
H: -2.35 4.10 -1.43  0.31
H: -0.46 3.60 0.80  0.47
H: -0.34 3.02 -0.85  0.31
H: -1.51 2.32 2.50  0.49
H: -2.48 0.92 2.06  0.31
H: -3.31 3.76 2.04  0.26
H: -4.31 2.35 1.79  0.40

Charge: +2
E_LUMO (eV): -5.47
Multiplicity: 1

Here are the calculated ΔE to the lowest compared entry with this formula, charge and spin numbers, same order: 0.7 0.0 4.7 (kcal per mole).